[1]
16
Properties=species:S:1:pos:R:3 method="wB97M-V/def2-TZVPD" molar_mass_g_mol=99.13 homo_ev=-8.48 total_energy_ha=-325.7593 lumo_ev=0.779 gap_ev=9.26
C -0.537 -1.476 -1.006
N -0.364 -0.432 -0.078
C -1.191 0.064 0.943
C -0.754 0.903 -0.224
C 0.509 1.690 0.017
O 0.616 2.870 -0.202
C 1.716 0.289 0.523
H -0.085 -2.387 -0.595
H 0.006 -1.205 -1.921
H -1.597 -1.625 -1.222
H -2.202 -0.332 0.980
H -0.728 0.288 1.913
H -1.460 1.183 -1.004
H 2.441 0.301 -0.288
H 2.083 0.675 1.458
H 1.546 -0.807 0.706

---

[2]
16
Properties=species:S:1:pos:R:3 method="wB97M-V/def2-TZVPD" molar_mass_g_mol=99.13 homo_ev=-9.16 total_energy_ha=-325.8543 lumo_ev=0.767 gap_ev=9.93
C -1.403 0.216 1.235
C -1.602 0.247 -0.282
N -0.704 0.859 -1.231
C 0.533 0.657 -1.227
C 1.489 0.229 -0.143
C 1.767 -1.256 -0.133
O 1.005 -2.085 -0.556
H -1.092 1.191 1.623
H -2.386 -0.012 1.660
H -0.712 -0.554 1.597
H -1.712 -0.781 -0.659
H -2.523 0.765 -0.516
H 0.994 0.785 -2.202
H 1.173 0.526 0.865
H 2.427 0.760 -0.336
H 2.746 -1.548 0.304

---

[3]
16
Properties=species:S:1:pos:R:3 method="wB97M-V/def2-TZVPD" molar_mass_g_mol=99.13 homo_ev=-10.64 total_energy_ha=-325.8999 lumo_ev=0.861 gap_ev=11.51
C -2.153 -0.220 -0.159
C -0.644 -0.490 -0.102
C -0.276 -1.256 1.100
N 0.098 -1.797 2.053
C 0.181 0.811 -0.111
C 1.674 0.578 0.051
O 2.126 -0.101 -1.108
H -2.389 0.333 -1.075
H -2.477 0.381 0.697
H -2.729 -1.150 -0.160
H -0.347 -1.096 -0.967
H 0.010 1.327 -1.064
H -0.174 1.468 0.692
H 1.858 -0.017 0.959
H 2.185 1.545 0.176
H 3.058 -0.314 -0.983

---

[4]
16
Properties=species:S:1:pos:R:3 method="wB97M-V/def2-TZVPD" molar_mass_g_mol=99.13 homo_ev=-9.21 total_energy_ha=-325.7348 lumo_ev=0.742 gap_ev=9.95
C 1.067 0.055 -1.793
N 0.596 0.165 -0.516
C 1.218 -0.425 0.552
C -0.200 -0.814 0.204
C -1.481 -0.286 0.810
O -2.399 -1.050 1.021
C -1.565 1.191 1.128
H 2.024 -1.235 -1.382
H 1.852 0.770 -2.048
H 0.274 -0.044 -2.546
H 2.072 -1.287 -0.307
H 1.576 0.114 1.438
H -0.305 -1.823 -0.203
H -2.575 1.424 1.469
H -0.846 1.445 1.916
H -1.308 1.802 0.257

---

[5]
16
Properties=species:S:1:pos:R:3 method="wB97M-V/def2-TZVPD" molar_mass_g_mol=99.13 homo_ev=-9.47 total_energy_ha=-325.6948 lumo_ev=0.943 gap_ev=10.41
C 1.837 -0.562 0.017
N 1.599 0.946 -0.060
C 0.154 0.757 0.445
C -1.192 1.274 0.077
O -1.993 0.001 -0.296
C -1.094 -1.211 0.182
C 0.167 -0.610 -0.056
H 2.351 -0.898 -1.018
H 2.330 -0.981 0.906
H 1.322 1.062 -1.204
H 0.305 0.383 1.546
H -1.866 1.830 0.681
H -1.036 2.038 -0.846
H -1.339 -1.990 -0.628
H -1.501 -1.355 1.344
H -0.043 -0.683 -1.089

---

[6]
16
Properties=species:S:1:pos:R:3 method="wB97M-V/def2-TZVPD" molar_mass_g_mol=99.13 homo_ev=-8.63 total_energy_ha=-325.8295 lumo_ev=1.069 gap_ev=9.70
C 1.762 -0.047 0.367
N 0.756 -0.022 -0.709
C -0.122 -1.194 -0.537
C -1.256 -0.739 0.319
O -2.301 -0.036 -0.312
C -1.340 0.737 0.322
C -0.077 1.159 -0.531
H 1.274 0.124 1.314
H 2.345 -1.004 0.276
H 2.434 0.872 0.204
H 0.377 -1.985 -0.025
H -0.587 -1.434 -1.461
H -1.644 -1.296 1.154
H -1.661 1.331 1.119
H 0.520 1.969 -0.060
H -0.482 1.566 -1.438

---

[7]
16
Properties=species:S:1:pos:R:3 method="wB97M-V/def2-TZVPD" molar_mass_g_mol=99.13 homo_ev=-8.71 total_energy_ha=-325.7331 lumo_ev=-0.270 gap_ev=8.44
C 2.733 0.398 0.232
O 1.363 0.748 0.314
C 0.516 -0.377 0.329
C -0.969 0.038 0.446
C -2.191 0.649 -1.342
C -1.852 -1.054 0.677
N -2.600 -1.934 0.768
H 3.309 1.328 0.212
H 2.956 -0.171 -0.684
H 3.067 -0.199 1.097
H 0.751 -0.998 1.219
H 0.691 -1.011 -0.552
H -1.038 0.824 1.213
H -3.197 0.943 -1.001
H -1.241 1.039 -0.924
H -2.298 -0.223 -2.005

---

[8]
16
Properties=species:S:1:pos:R:3 method="wB97M-V/def2-TZVPD" molar_mass_g_mol=99.13 homo_ev=-8.94 total_energy_ha=-325.7973 lumo_ev=0.729 gap_ev=9.67
C -0.033 1.249 -1.037
C 0.509 -0.194 -1.316
C 0.954 -0.749 0.021
N 0.180 -1.727 0.836
C -1.078 -0.963 0.812
C 0.144 -0.221 1.086
O 0.478 0.636 2.087
H -0.249 1.675 -2.003
H 0.692 1.889 -0.510
H -0.962 1.348 -0.448
H -0.262 -0.827 -1.776
H 1.338 -0.161 -2.035
H 2.022 -0.885 0.205
H -1.653 -0.841 -0.110
H -1.686 -1.198 1.681
H -0.349 0.953 2.474

---

[9]
16
Properties=species:S:1:pos:R:3 method="wB97M-V/def2-TZVPD" molar_mass_g_mol=99.13 homo_ev=-10.88 total_energy_ha=-325.9022 lumo_ev=0.771 gap_ev=11.66
C -1.024 -1.689 -0.703
C -0.703 -0.459 0.147
C 0.541 0.297 -0.318
O 0.382 0.851 -1.610
C 0.857 1.501 0.581
C 1.163 1.115 1.960
N 1.391 0.784 3.046
H -0.207 -2.419 -0.680
H -1.926 -2.181 -0.329
H -1.218 -1.444 -1.756
H -0.572 -0.758 1.194
H -1.552 0.243 0.125
H 1.411 -0.381 -0.303
H -0.252 0.308 -2.098
H 0.000 2.183 0.578
H 1.709 2.048 0.163

---

[10]
16
Properties=species:S:1:pos:R:3 method="wB97M-V/def2-TZVPD" molar_mass_g_mol=99.13 homo_ev=-8.06 total_energy_ha=-325.7494 lumo_ev=0.731 gap_ev=8.79
C 1.261 0.778 0.348
C 0.769 -0.643 0.566
C -0.320 -0.926 -0.470
O -0.986 -2.155 -0.278
C -1.334 0.190 -0.315
C -0.610 1.505 -0.188
N -0.678 2.716 -0.240
H 0.453 2.085 0.135
H 1.732 1.191 1.247
H 1.962 0.846 -0.492
H 0.321 -0.746 1.563
H 1.572 -1.391 0.487
H 0.123 -0.865 -1.480
H -0.316 -2.851 -0.313
H -1.924 0.004 0.592
H -2.025 0.263 -1.161

---

[11]
16
Properties=species:S:1:pos:R:3 method="wB97M-V/def2-TZVPD" molar_mass_g_mol=99.13 homo_ev=-10.77 total_energy_ha=-325.9025 lumo_ev=0.838 gap_ev=11.61
C -1.177 -1.127 -0.824
C -0.872 -0.043 0.194
O -1.477 -0.443 1.409
C 0.639 0.208 0.451
C 1.558 0.265 -0.775
C 0.725 1.469 1.210
N 0.710 2.479 1.775
H -0.859 -0.831 -1.828
H -2.260 -1.280 -0.839
H -0.703 -2.078 -0.558
H -1.314 0.900 -0.163
H -1.338 0.254 2.065
H 0.975 -0.599 1.113
H 2.568 0.557 -0.470
H 1.206 0.990 -1.515
H 1.619 -0.720 -1.246

---

[12]
16
Properties=species:S:1:pos:R:3 method="wB97M-V/def2-TZVPD" molar_mass_g_mol=99.13 homo_ev=-8.92 total_energy_ha=-325.7462 lumo_ev=-0.453 gap_ev=8.47
C 1.688 -0.113 -0.806
C 0.360 -0.327 -0.173
C -0.564 0.329 0.563
N -0.638 1.644 1.064
O -1.678 1.859 1.659
C -1.507 -0.833 0.708
C -0.446 -1.607 -0.130
H 1.719 -0.617 -1.779
H 2.461 -0.584 -0.185
H 1.949 0.938 -0.939
H -1.646 -1.193 1.731
H -2.483 -0.707 0.232
H -0.787 -1.971 -1.105
H 0.059 -2.422 0.400
H 0.917 2.831 -0.955
H 0.595 2.771 -0.285

---

[13]
16
Properties=species:S:1:pos:R:3 method="wB97M-V/def2-TZVPD" molar_mass_g_mol=99.13 homo_ev=-9.51 total_energy_ha=-325.8949 lumo_ev=0.878 gap_ev=10.39
C -1.282 -0.265 -1.334
C -0.862 0.135 0.068
C -0.494 1.502 0.626
O -1.178 2.468 0.851
N 0.703 1.052 1.159
C 0.478 -0.348 0.725
C 1.596 -0.857 -0.184
H -0.459 -0.292 -2.055
H -2.043 0.429 -1.702
H -1.735 -1.265 -1.308
H -1.749 0.106 0.720
H 0.985 1.313 2.097
H 0.349 -1.030 1.575
H 1.792 -0.154 -1.001
H 1.367 -1.837 -0.617
H 2.532 -0.957 0.382

---

[14]
16
Properties=species:S:1:pos:R:3 method="wB97M-V/def2-TZVPD" molar_mass_g_mol=99.13 homo_ev=-9.48 total_energy_ha=-325.7886 lumo_ev=0.774 gap_ev=10.26
C -1.397 -1.653 -1.938
O -0.123 -1.334 -1.363
C -0.046 -0.164 -0.627
C 0.247 0.573 1.198
C 1.587 0.570 1.974
C 0.027 1.845 0.538
N -0.173 2.613 -0.309
H -1.224 -2.365 -2.754
H -1.914 -0.779 -2.370
H -2.038 -2.119 -1.188
H -1.009 0.327 -0.656
H 0.838 0.355 -0.972
H -0.577 0.388 1.903
H 1.605 1.328 2.777
H 1.760 -0.393 2.457
H 2.438 0.808 1.329

---

[15]
16
Properties=species:S:1:pos:R:3 method="wB97M-V/def2-TZVPD" molar_mass_g_mol=99.13 homo_ev="-7.36 / -7.36" total_energy_ha=-325.7499 lumo_ev="0.603 / 0.603" gap_ev="7.97 / 7.97"
C -0.040 -2.340 -0.650
N 0.235 -1.115 0.101
C -0.941 -0.668 0.851
C -0.486 -0.004 -0.504
C -0.035 1.253 -0.119
O -0.731 2.339 -0.457
C 1.216 1.559 0.627
H 0.265 -3.193 -0.038
H 0.544 -2.346 -1.577
H -1.113 -2.450 -0.877
H -1.542 2.067 -0.915
H -0.597 -0.099 1.737
H -1.141 -0.130 -1.368
H 1.053 2.383 1.327
H 1.583 0.669 1.138
H 1.976 1.881 -0.097